w) Below is a single C23H32N4O2 molecule, with properties calculated with ωB97M-V with the def2-TZVPD basis set.

Last column: Mulliken charge in e.
Element x y z (Å)
C: 5.512 0.156 -1.888  -1.6373
C: 5.169 1.146 -0.814  0.9393
C: 5.889 2.326 -0.717  -0.6944
C: 5.650 3.241 0.294  -0.5750
C: 4.678 2.968 1.238  -0.8351
C: 3.940 1.802 1.152  -0.2244
C: 4.160 0.885 0.126  0.0164
N: 3.446 -0.326 0.036  0.3502
C: 2.482 -0.437 -1.045  -0.3561
C: 2.171 -1.922 -1.265  -1.0722
N: 1.642 -2.579 -0.083  0.1601
C: 0.250 -2.340 0.289  1.2096
C: -0.297 -3.617 0.950  -1.0815
C: -1.754 -3.437 1.363  -0.5766
C: -2.591 -3.014 0.154  -0.8991
N: -2.026 -1.819 -0.426  0.2283
C: -2.503 -0.555 -0.317  1.0166
O: -1.852 0.406 -0.679  -0.6763
C: -3.912 -0.410 0.259  -0.5017
C: -4.400 0.993 0.134  0.6504
C: -5.480 1.473 -0.658  0.1343
C: -6.383 0.689 -1.537  -1.2219
N: -5.606 2.766 -0.517  -0.8122
O: -4.637 3.179 0.337  -0.1840
C: -3.907 2.125 0.729  0.1727
C: -2.773 2.347 1.657  -1.1706
C: -0.666 -2.004 -0.895  -1.9663
C: 2.569 -2.357 1.015  -1.4058
C: 2.888 -0.873 1.254  -0.6745
H: 6.578 0.191 -2.100  0.4988
H: 5.243 -0.849 -1.572  0.3069
H: 4.983 0.382 -2.815  0.2848
H: 6.666 2.524 -1.442  0.4193
H: 6.226 4.152 0.350  0.3793
H: 4.485 3.665 2.040  0.3963
H: 3.175 1.609 1.890  0.3852
H: 2.896 -0.002 -1.953  0.4988
H: 1.555 0.110 -0.799  0.1599
H: 1.492 -2.053 -2.105  0.4183
H: 3.107 -2.436 -1.506  0.4835
H: 0.159 -1.507 1.008  -0.1196
H: 0.303 -3.877 1.822  0.3937
H: -0.208 -4.436 0.234  0.2703
H: -2.149 -4.367 1.775  0.4233
H: -1.824 -2.665 2.133  0.3034
H: -3.628 -2.857 0.442  0.4740
H: -2.561 -3.806 -0.604  0.3208
H: -4.595 -1.075 -0.271  0.6365
H: -3.881 -0.698 1.314  0.3157
H: -5.807 0.185 -2.312  0.2973
H: -6.919 -0.063 -0.959  0.3263
H: -7.100 1.359 -2.003  0.3821
H: -1.845 2.080 1.155  0.2230
H: -2.741 3.393 1.947  0.3704
H: -2.879 1.725 2.545  0.2924
H: -0.371 -1.071 -1.375  0.6356
H: -0.653 -2.820 -1.624  0.0641
H: 2.167 -2.797 1.929  0.4234
H: 3.498 -2.876 0.763  0.4350
H: 3.625 -0.785 2.055  0.6424
H: 1.968 -0.347 1.565  0.3456

Computed properties:
- E_HOMO (eV) = -7.9
- multiplicity = 1
- structure (SMILES) = Cc1ccccc1N1CCN([C@@H]2CCCN(C(=O)Cc3c(C)noc3C)C2)CC1

x) Below is a single C23H32N4O2 molecule, with properties calculated with ωB97M-V with the def2-TZVPD basis set.

Last column: Mulliken charge in e.
Element x y z (Å)
C: -3.666 6.655 -1.295  -1.7459
C: -2.786 5.464 -1.525  1.1020
C: -1.609 5.590 -2.246  -0.6911
C: -0.759 4.518 -2.483  0.4143
C: 0.495 4.724 -3.280  -1.9028
C: -1.107 3.269 -1.971  0.6870
C: -0.249 2.049 -2.196  -1.1996
N: -0.383 1.093 -1.110  0.3892
C: 0.259 1.586 0.098  -0.6842
C: -0.041 0.667 1.278  -1.5550
C: 0.330 -0.790 0.996  -0.6187
N: 1.762 -0.997 1.039  0.9354
N: 2.636 0.006 0.923  -1.0032
C: 3.835 -0.538 0.969  -0.5635
C: 3.761 -1.928 1.117  -0.7835
C: 2.406 -2.188 1.156  0.3501
N: 1.713 -3.384 1.297  0.1596
C: 2.284 -4.625 1.344  0.2729
O: 3.466 -4.826 1.219  -0.6639
C: 1.242 -5.720 1.566  0.2701
C: 1.870 -7.119 1.505  -0.9056
C: 1.416 -7.773 2.816  -0.4459
O: 1.240 -6.708 3.724  -0.4200
C: 0.654 -5.659 3.002  -0.6472
C: -0.244 -1.210 -0.364  -0.5254
C: 0.150 -0.210 -1.447  -0.9964
C: -2.292 3.136 -1.261  -0.8033
C: -3.137 4.208 -1.024  1.1694
C: -4.404 4.018 -0.247  -1.9103
H: -3.237 7.545 -1.750  0.3710
H: -4.654 6.490 -1.723  0.3321
H: -3.793 6.839 -0.229  0.3360
H: -1.341 6.562 -2.639  0.2722
H: 0.522 4.055 -4.139  0.3675
H: 1.377 4.527 -2.671  0.3303
H: 0.553 5.749 -3.640  0.3722
H: -0.581 1.560 -3.119  0.4779
H: 0.805 2.341 -2.336  0.3579
H: -0.135 2.581 0.312  0.5620
H: 1.350 1.658 -0.032  0.3362
H: -1.110 0.703 1.493  0.4596
H: 0.506 1.020 2.152  0.4923
H: -0.111 -1.415 1.789  0.4935
H: 4.708 0.079 0.897  0.4541
H: 4.555 -2.639 1.183  0.5030
H: 0.712 -3.314 1.412  0.1444
H: 0.448 -5.595 0.825  0.5122
H: 1.554 -7.685 0.632  0.3622
H: 2.956 -7.011 1.487  0.2770
H: 2.150 -8.455 3.242  0.3521
H: 0.464 -8.306 2.671  0.2737
H: 0.883 -4.730 3.528  0.3354
H: -0.440 -5.789 2.962  0.3247
H: 0.111 -2.205 -0.642  0.4528
H: -1.333 -1.234 -0.289  0.4331
H: -0.275 -0.529 -2.403  0.4562
H: 1.251 -0.191 -1.549  0.4471
H: -2.548 2.158 -0.882  0.3587
H: -4.512 2.981 0.061  0.3645
H: -5.269 4.294 -0.849  0.3508
H: -4.407 4.647 0.643  0.3528

Computed properties:
- E_HOMO (eV) = -8.4
- multiplicity = 1
- structure (SMILES) = Cc1cc(C)c(CN2CCC(n3nccc3NC(=O)[C@H]3CCOC3)CC2)cc1C

Compare the structures above. Which one is the most stable? x) is.